Record 1
A structure of composition C43H43CoN3O2P2Si. Source: the OMol25 dataset; level of theory: ωB97M-V/def2-TZVPD.

```
95
Properties=species:S:1:pos:R:3:forces:R:3
Co 0.580 -0.243 1.752 0.6 -0.5 -0.1
O 2.540 -0.081 2.172 0.0 0.3 -0.1
N 3.248 -1.145 2.220 -0.3 -0.1 0.1
N 2.540 -2.182 2.059 0.2 -0.4 0.1
O 1.244 -2.088 1.891 0.0 0.0 0.0
C 3.151 -3.495 2.032 -0.1 0.2 0.0
C 4.519 -3.616 1.836 0.0 0.1 0.0
C 5.072 -4.885 1.805 0.0 0.0 0.0
C 4.269 -6.008 1.960 0.0 0.0 0.0
C 2.903 -5.863 2.154 0.0 0.0 0.0
C 2.331 -4.599 2.193 -0.1 0.0 0.0
H 5.132 -2.734 1.713 0.0 0.0 0.0
H 6.138 -4.996 1.655 0.0 0.0 0.0
H 4.711 -6.996 1.930 0.0 0.0 0.0
H 2.275 -6.735 2.283 0.0 0.0 0.0
H 1.271 -4.464 2.356 0.0 0.0 0.0
C -1.871 0.054 -0.645 0.1 0.0 0.0
N -1.266 1.152 -1.389 0.0 -0.1 0.0
C -0.443 2.072 -0.629 0.0 -0.1 0.0
P 1.122 1.390 0.084 -0.2 0.3 -0.1
C 1.885 2.891 0.752 0.0 0.0 0.1
C 2.712 3.683 -0.043 0.0 0.0 0.0
C 3.245 4.857 0.468 0.0 0.0 0.0
C 2.956 5.246 1.769 0.0 0.0 0.0
C 2.135 4.460 2.565 0.0 0.0 0.0
C 1.602 3.281 2.063 0.0 0.0 -0.1
C 2.125 0.915 -1.339 0.1 -0.1 0.0
C 1.666 1.038 -2.647 0.2 0.2 -0.1
C 2.492 0.685 -3.706 0.0 0.1 0.0
C 3.770 0.203 -3.463 0.0 0.0 0.0
C 4.231 0.076 -2.158 0.0 0.0 0.0
C 3.413 0.428 -1.096 0.0 0.0 -0.1
C -2.072 1.726 -2.419 -0.1 0.1 0.1
C -2.198 3.109 -2.566 0.0 0.0 0.0
C -2.949 3.647 -3.606 0.0 0.0 0.0
C -3.605 2.827 -4.508 0.0 0.0 0.0
C -3.505 1.451 -4.352 0.0 0.0 0.0
C -2.750 0.905 -3.326 0.0 0.0 0.0
P -0.731 -1.263 -0.017 -0.4 0.1 0.0
C -1.910 -2.510 0.571 0.0 0.0 0.1
C -2.451 -2.393 1.853 0.0 0.0 0.0
C -3.392 -3.312 2.298 0.0 0.0 0.0
C -3.791 -4.354 1.472 0.0 0.0 0.0
C -3.251 -4.477 0.199 0.0 0.0 0.0
C -2.314 -3.560 -0.254 -0.1 0.0 0.0
C 0.129 -2.021 -1.413 0.1 0.0 0.1
C 0.883 -3.167 -1.145 0.0 0.0 0.0
C 1.573 -3.804 -2.162 0.0 0.0 0.0
C 1.526 -3.295 -3.456 0.0 0.0 0.0
C 0.792 -2.150 -3.724 0.0 0.0 0.1
C 0.098 -1.507 -2.705 -0.1 -0.1 -0.1
H -2.619 -0.440 -1.256 0.0 0.0 -0.1
H -2.375 0.406 0.264 -0.1 0.0 0.0
H -0.960 2.532 0.223 -0.1 0.0 0.0
H -0.103 2.870 -1.284 0.0 0.1 -0.1
H 2.947 3.383 -1.058 0.0 0.0 0.0
H 3.889 5.468 -0.152 0.0 0.0 0.0
H 3.378 6.161 2.165 0.0 0.0 0.0
H 1.914 4.759 3.582 0.0 0.0 0.0
H 0.966 2.669 2.689 0.0 0.0 0.0
H 0.664 1.398 -2.851 0.1 0.0 0.0
H 2.133 0.785 -4.723 0.0 0.0 0.0
H 4.410 -0.072 -4.292 0.0 0.0 0.0
H 5.232 -0.292 -1.968 0.0 0.0 0.0
H 3.781 0.351 -0.079 0.0 0.0 0.0
H -1.737 3.789 -1.863 0.0 0.0 0.0
H -3.026 4.723 -3.694 0.0 0.0 0.0
H -4.191 3.250 -5.313 0.0 0.0 0.0
H -4.017 0.787 -5.039 0.0 0.0 0.0
H -2.698 -0.174 -3.245 0.1 0.0 0.0
H -2.139 -1.587 2.506 0.0 0.0 0.0
H -3.808 -3.216 3.293 0.0 0.0 0.0
H -4.520 -5.074 1.821 0.0 0.0 0.0
H -3.559 -5.290 -0.446 0.0 0.0 0.0
H -1.897 -3.667 -1.248 0.0 0.0 0.0
H 0.915 -3.566 -0.139 0.0 0.0 0.0
H 2.149 -4.695 -1.946 0.0 0.0 0.0
H 2.067 -3.790 -4.253 0.0 0.0 0.0
H 0.763 -1.745 -4.728 0.0 0.0 0.0
H -0.436 -0.592 -2.919 -0.1 -0.1 0.0
C -4.187 2.323 4.320 -0.1 -0.1 0.2
Si -3.125 2.717 2.860 0.1 -0.1 0.0
C -2.330 4.383 2.992 0.1 0.2 0.0
C -4.079 2.562 1.275 -0.1 0.0 -0.2
C -1.746 1.475 2.769 0.1 -0.1 0.0
C -0.804 0.700 2.640 -0.1 0.1 0.0
H -5.019 3.031 4.371 0.0 -0.1 0.0
H -3.624 2.390 5.255 -0.1 0.0 -0.1
H -4.601 1.315 4.241 0.0 0.1 0.0
H -3.100 5.157 3.062 0.1 0.0 0.0
H -1.713 4.598 2.115 0.0 0.0 0.1
H -1.697 4.454 3.880 0.0 0.0 -0.1
H -4.911 3.273 1.280 0.0 0.0 0.0
H -4.500 1.558 1.159 0.0 0.1 0.0
H -3.463 2.781 0.397 -0.1 0.0 0.0
```
Forces are in eV/Å.

Summary:
- Kohn-Sham gap (alpha / beta) (eV) = 8.2306 / 6.1768
- net charge = +1
- multiplicity = 5
- energy relative to the best compared isomer or geometry (same formula, charge and spin) (eV) = 0.0406
- energy (eV) = -117927.5064
- <S²> = 6.03

=====

Record 2
A structure of composition C21H11F5NO4SeY. Source: the OMol25 dataset; level of theory: ωB97M-V/def2-TZVPD.

```
44
Properties=species:S:1:pos:R:3:forces:R:3
Y -1.344 0.427 -1.897 -0.3 0.2 0.3
O -0.232 -1.241 -0.447 0.2 -0.2 -0.1
C 1.140 -0.742 -0.133 -0.1 0.1 0.1
C 0.877 0.612 -0.841 0.2 -0.1 0.0
O 0.944 0.536 -2.104 0.0 0.1 -0.1
O 0.177 1.479 -0.274 -0.1 -0.1 -0.1
C 2.184 -1.578 -0.844 0.0 0.0 0.0
C 3.522 -1.360 -0.529 0.0 0.0 0.0
C 4.518 -2.076 -1.172 0.0 0.0 0.0
C 4.184 -3.028 -2.126 0.0 0.0 0.0
C 2.852 -3.249 -2.438 0.0 0.0 0.0
C 1.853 -2.522 -1.804 0.0 0.0 0.0
C 1.330 -0.748 1.367 0.0 0.0 0.0
C 1.425 0.403 2.140 0.0 0.0 -0.1
C 1.606 0.302 3.513 0.0 0.0 0.0
C 1.673 -0.940 4.124 0.0 0.0 0.0
C 1.575 -2.093 3.358 0.0 0.0 0.0
C 1.418 -1.996 1.985 0.0 0.0 0.0
H -0.499 -1.867 0.238 -0.1 0.1 0.0
H 3.786 -0.632 0.229 0.0 0.0 0.0
H 5.555 -1.896 -0.922 0.0 0.0 0.0
H 4.959 -3.594 -2.625 0.0 0.0 0.0
H 2.586 -3.987 -3.184 0.0 0.0 0.0
H 0.818 -2.690 -2.068 0.0 0.0 0.0
H 1.347 1.373 1.673 0.0 0.0 0.0
H 1.688 1.202 4.108 0.0 0.0 0.0
H 1.806 -1.013 5.195 0.0 0.0 0.0
H 1.638 -3.067 3.826 0.0 0.0 0.0
H 1.395 -2.900 1.384 0.0 0.0 0.0
Se -1.790 -0.501 -4.446 0.0 -0.1 -0.2
C -3.551 -0.512 -3.901 0.0 0.0 0.0
N -4.646 -0.515 -3.536 0.0 0.0 0.0
F -4.403 5.734 0.960 0.0 0.0 0.0
C -4.076 4.501 0.573 0.0 0.0 0.0
C -3.274 4.306 -0.536 0.0 0.0 -0.1
F -2.807 5.339 -1.234 0.0 0.0 0.0
C -2.967 3.014 -0.901 0.0 0.0 0.0
F -2.144 2.782 -1.986 0.0 -0.1 0.0
C -3.400 1.878 -0.226 0.0 -0.1 0.1
O -3.038 0.677 -0.638 0.2 0.1 0.0
C -4.200 2.113 0.892 -0.1 0.0 0.0
F -4.652 1.086 1.612 0.0 0.0 0.0
C -4.533 3.399 1.280 0.0 0.0 0.0
F -5.300 3.585 2.352 0.0 0.0 0.0
```
Forces are in eV/Å.

Summary:
- Kohn-Sham gap (eV) = 8.8146
- energy relative to the best compared isomer or geometry (same formula, charge and spin) (eV) = 1.2299
- energy (eV) = -111614.7207

=====

Record 3
A cluster of 2 separate species, C3H5Cl in total at a distorted geometry. Source: the OMol25 dataset; level of theory: ωB97M-V/def2-TZVPD.

```
9
Properties=species:S:1:pos:R:3:forces:R:3
C 0.174 -1.257 -0.411 -2.3 -0.3 -2.6
C 1.078 -0.984 -1.167 2.4 -1.1 0.9
C 0.036 -0.067 1.699 1.9 -0.2 -1.8
Cl 2.734 -1.208 -1.276 0.0 0.6 -0.7
H 1.097 -0.520 1.723 -2.1 -0.2 -0.1
H -0.887 -1.389 -0.389 0.1 -0.2 0.5
H -0.839 -0.573 1.279 0.7 -0.4 1.2
H -0.135 0.318 2.634 -0.7 1.1 2.3
H 0.184 0.709 0.955 -0.1 0.7 0.3
```
Forces are in eV/Å.

Summary:
- Kohn-Sham gap (eV) = 10.0765
- energy relative to the best compared isomer or geometry (same formula, charge and spin) (eV) = 3.5339
- energy (eV) = -15710.3121
- SMILES = C#CCl.C